{"formula": "C4H4IN", "method": "ωB97M-V/def2-TZVPD", "largest_force_ev_per_a": 2.4, "relative_energy_ev": 3.698, "gap_ev": 7.294, "e_homo_ev": -8.502, "species": ["I", "N", "C", "C", "C", "C", "H", "H", "H", "H"], "xyz": [[2.566, -0.210, 0.007], [-0.961, 1.448, -0.260], [0.491, -0.275, 0.471], [-1.411, 0.363, -1.015], [0.032, 1.142, 0.507], [-0.534, -0.804, -0.593], [0.535, 1.959, 1.082], [0.090, -1.181, -1.356], [0.357, -0.891, 1.353], [-1.165, -1.552, -0.197]], "atomic_forces_ev_per_a": [[0.0, -0.2, -0.1], [0.2, 0.8, -0.1], [-1.5, 0.0, -0.4], [0.3, -0.8, 0.4], [0.2, 0.7, 0.7], [1.5, 1.8, 0.5], [-0.4, -0.9, -0.3], [0.0, -0.7, -1.5], [0.3, 0.5, 0.5], [-0.7, -1.1, 0.3]], "lowdin_charge": [0.86, 0.00, -0.74, 0.01, -0.23, -0.26, 0.12, 0.07, 0.08, 0.09]}